[1]
The following is a DFT calculation (ωB97M-V with the def2-TZVPD basis set) of one molecule with the formula C3H6ClN3 in a non-equilibrium geometry.

```
13
Properties=species:S:1:pos:R:3:forces:R:3
C -0.1549 0.1107 -0.6115 -0.1 -0.3 -0.1
C 0.8996 0.3541 0.4491 -0.5 0.6 1.7
C -1.5438 0.4899 -0.2413 -2.8 0.3 -1.2
N -0.1043 -1.3245 -0.8591 -0.2 0.0 0.3
N 0.5635 -1.8188 0.0538 -0.4 -4.4 -2.1
N 1.1137 -1.0119 0.8646 -1.4 3.8 1.0
Cl 2.4343 1.0032 -0.1517 0.4 0.5 -0.4
H 0.0906 0.5997 -1.4989 0.6 0.9 -1.5
H 0.5571 1.0316 1.2966 0.5 -0.9 -1.1
H -1.8668 -0.0527 0.7131 0.1 1.1 -1.4
H -2.3391 0.2925 -1.1789 2.2 0.0 2.7
H -1.5359 1.5994 -0.2071 -0.4 -0.6 0.7
H 1.8860 -1.2732 1.3712 1.8 -1.0 1.3
```
Positions in Å, forces in eV/Å.

Properties
- SMILES = C[C@@H]1N=NN[C@H]1Cl
- Kohn-Sham gap (Eh) = 0.3884
- relative energy (zero: lowest compared OMol25 entry of this formula, charge and spin) (kcal/mol) = 40.8

[2]
The following is a DFT calculation (ωB97M-V with the def2-TZVPD basis set) of one molecule with the formula C3H6ClN3S in a non-equilibrium geometry.

```
14
Properties=species:S:1:pos:R:3:forces:R:3
C 0.1428 0.0905 -0.1984 2.0 -1.7 1.5
C 0.8465 1.4005 -0.4808 -3.7 2.6 -1.4
C -1.7334 -1.5064 -0.3569 1.1 0.2 2.1
H 1.1313 -0.6499 2.6616 2.2 1.2 -4.1
H 1.2620 0.7629 1.8815 0.2 0.4 -0.8
H 0.5580 2.3560 0.1881 0.7 -2.4 -1.6
H 1.8749 1.2995 -0.6760 1.2 -0.3 0.4
H -1.2785 -0.2638 -1.7991 0.7 1.1 0.0
H -1.1980 -1.8194 0.6499 -1.6 0.3 -2.0
N 1.5612 -0.1704 1.5854 -1.5 -1.7 5.0
N 0.6803 -0.7324 0.6626 -1.5 1.5 -0.8
N -0.9862 -0.3816 -0.8356 -2.7 -2.5 -0.8
S -3.1123 -2.2417 -0.9743 2.3 1.4 0.5
Cl 0.2515 1.8561 -2.3079 0.6 -0.1 1.9
```
Positions in Å, forces in eV/Å.

Properties
- SMILES = N/N=C(\CCl)NC=S
- Kohn-Sham gap (Eh) = 0.3074
- relative energy (zero: lowest compared OMol25 entry of this formula, charge and spin) (kcal/mol) = 85.0

[3]
The following is a DFT calculation (ωB97M-V with the def2-TZVPD basis set) of a 2-piece molecular cluster, C3H6ClNO overall in a non-equilibrium geometry.

```
12
Properties=species:S:1:pos:R:3:forces:R:3
C 0.8991 0.7161 -0.0113 -0.2 1.6 0.4
C 0.2700 0.2153 -1.1957 -1.0 -1.5 1.0
C 0.4998 0.3845 1.3951 0.3 -0.8 1.3
N -1.9583 -1.1052 -0.3599 0.8 1.9 2.0
O 1.4575 -0.3081 -0.8711 0.4 -1.1 -0.1
Cl -0.0717 0.7219 -2.7338 -0.3 0.7 -1.2
H 1.4466 1.6136 -0.2144 0.3 0.7 0.4
H -0.5650 0.5769 1.6729 0.8 -0.3 -0.7
H 1.1081 0.8652 2.2097 -0.3 -0.1 -1.2
H 0.7556 -0.6967 1.4883 -0.7 0.5 0.2
H -2.5730 -1.1635 -1.1298 -0.3 -0.7 -1.5
H -1.2687 -1.8200 -0.2500 0.2 -0.9 -0.6
```
Positions in Å, forces in eV/Å.

Properties
- Kohn-Sham gap (spin up / spin down) (Eh) = 0.3910 / 0.2907
- relative energy (zero: lowest compared OMol25 entry of this formula, charge and spin) (kcal/mol) = 131.6

[4]
The following is a DFT calculation (ωB97M-V with the def2-TZVPD basis set) of one molecule with the formula C3H6ClNO in a non-equilibrium geometry.

```
12
Properties=species:S:1:pos:R:3:forces:R:3
C 0.5222 1.1739 0.1660 -4.3 -0.4 1.5
C 1.8668 -0.5421 -0.6083 2.5 0.6 2.3
C -1.9094 0.9976 0.5896 -2.6 1.9 2.1
N 0.6237 -0.0448 -0.1373 -0.7 3.0 0.9
O -0.7716 1.7562 0.7268 4.6 0.6 -1.3
Cl 1.6225 2.4507 0.1900 0.6 0.3 -0.1
H 2.3659 -1.1189 0.3198 -0.7 1.4 -2.1
H 2.5674 0.2706 -1.0715 -1.1 -1.7 0.9
H 1.5585 -1.2817 -1.2606 0.3 -1.6 -1.8
H -2.6955 1.5307 -0.0622 1.2 -0.9 0.9
H -2.3160 0.8522 1.6655 0.2 0.1 -1.8
H -1.5466 0.1196 0.2362 -0.2 -3.2 -1.4
```
Positions in Å, forces in eV/Å.

Properties
- SMILES = C/N=C(\Cl)OC
- Kohn-Sham gap (Eh) = 0.3924
- relative energy (zero: lowest compared OMol25 entry of this formula, charge and spin) (kcal/mol) = 56.7

[5]
The following is a DFT calculation (ωB97M-V with the def2-TZVPD basis set) of a 2-piece molecular cluster, C3H6ClNO overall in a non-equilibrium geometry.

```
12
Properties=species:S:1:pos:R:3:forces:R:3
C 1.4145 0.9341 -0.4463 -3.3 1.0 1.1
C -1.7706 -0.8573 -0.3069 0.1 -0.7 -0.8
C 1.8529 -0.1251 0.2111 -0.6 0.1 0.9
N -1.8212 -0.4795 0.8673 0.1 1.7 1.7
O 0.1644 1.5633 -0.1338 2.4 0.0 -1.7
Cl 3.3591 -0.8055 -0.1735 0.9 -0.5 -0.2
H 1.7893 1.4700 -1.2922 0.8 -0.3 -0.2
H -0.8068 -0.8000 -0.6772 2.0 -0.6 -1.5
H -0.2456 1.1963 0.6290 -0.5 -0.9 1.2
H -2.5419 -1.2539 -0.9387 -0.8 0.2 -0.3
H 1.3573 -0.5638 1.1111 0.3 0.5 -1.0
H -2.7513 -0.2786 1.1502 -1.3 -0.6 0.9
```
Positions in Å, forces in eV/Å.

Properties
- SMILES = O/C=C/Cl.C=N
- Kohn-Sham gap (Eh) = 0.3632
- relative energy (zero: lowest compared OMol25 entry of this formula, charge and spin) (kcal/mol) = 59.1

[6]
The following is a DFT calculation (ωB97M-V with the def2-TZVPD basis set) of one molecule with the formula C3H6ClNO3 in a non-equilibrium geometry.

```
14
Properties=species:S:1:pos:R:3:forces:R:3
C -0.0047 -0.1385 0.5167 -0.4 1.5 0.8
C -2.0384 0.0412 -0.7814 1.5 3.6 1.0
C 1.6023 0.2095 0.3322 -3.3 -1.5 -0.1
N 2.2329 -0.3486 -0.7235 -1.7 1.3 1.4
O -0.5108 0.7693 1.4603 -0.9 -1.8 -0.7
O 2.0303 0.9382 1.1598 1.4 1.3 0.9
O -0.6157 0.0042 -0.6922 0.8 -0.2 -0.5
Cl -0.4637 -1.8686 1.2264 0.8 1.2 -0.6
H -2.4080 -0.8799 -0.8406 -1.6 -4.0 0.9
H -2.3082 0.4188 -1.7201 0.3 1.0 -1.6
H -2.4554 0.7574 -0.0643 0.0 -0.7 0.2
H 3.1899 -0.2833 -0.4988 1.5 -0.9 -0.8
H 1.6727 -1.1058 -1.0444 0.7 -1.0 -0.8
H 0.0769 1.4861 1.6697 1.1 0.2 -0.1
```
Positions in Å, forces in eV/Å.

Properties
- SMILES = CO[C@@](O)(Cl)C(N)=O
- Kohn-Sham gap (Eh) = 0.4108
- relative energy (zero: lowest compared OMol25 entry of this formula, charge and spin) (kcal/mol) = 5.5